No. 1
The following is a DFT calculation (ωB97M-V/def2-TZVPD) of C24H34AsNO8P2PdSi as an isolated structure.

Cartesian coordinates (Å):
Pd (-0.2090, 0.2755, -0.4378)
O (-4.2040, 2.6767, -3.1732)
P (-2.7340, 2.3323, -2.6243)
O (-1.7210, 3.0754, -3.4111)
O (-2.7060, 2.4414, -1.1166)
O (-2.6627, 0.7376, -2.9764)
P (-3.8381, -0.2955, -2.4678)
O (-3.3104, -1.6497, -3.2029)
O (-5.1156, 0.1353, -3.1041)
O (-3.7179, -0.4799, -0.9970)
H (-4.7768, 1.8761, -3.1008)
H (-2.6096, -2.0073, -2.6417)
C (-1.8865, 4.9174, -0.7076)
As (-0.9762, 3.5098, 0.2534)
C (-2.0700, 2.7222, 1.6290)
C (0.1830, 4.6316, 1.3740)
O (0.1728, 2.5261, -0.4641)
H (-2.9570, 4.7967, -0.5687)
H (-1.6535, 4.7810, -1.7638)
H (-1.5364, 5.8836, -0.3403)
H (-2.6695, 3.5150, 2.0825)
H (-1.3958, 2.2974, 2.3730)
H (-2.7016, 1.9513, 1.1989)
H (-0.4134, 5.2557, 2.0447)
H (0.7955, 5.2683, 0.7353)
H (0.8375, 3.9809, 1.9529)
C (1.3425, 1.5816, -3.2196)
N (0.9272, 0.2147, -2.9542)
C (0.2011, -0.3276, -4.0813)
C (2.0277, -0.6475, -2.5608)
C (2.7048, -0.1926, -1.2872)
C (4.0964, -0.1901, -1.2140)
C (4.7447, 0.2536, -0.0696)
C (3.9860, 0.7329, 0.9913)
C (2.5997, 0.7332, 0.9039)
C (1.9231, 0.2399, -0.2106)
H (0.4548, 2.1907, -3.3917)
H (2.0102, 1.6291, -4.1035)
H (1.8591, 1.9894, -2.3536)
H (-0.6373, 0.3244, -4.3176)
H (-0.2028, -1.3115, -3.8379)
H (0.8509, -0.4199, -4.9750)
H (2.7801, -0.7202, -3.3732)
H (1.6142, -1.6546, -2.4242)
H (4.6778, -0.5271, -2.0692)
H (5.8279, 0.2409, -0.0110)
H (4.4741, 1.0980, 1.8901)
H (2.0204, 1.0974, 1.7492)
C (-3.0718, -4.6037, 3.2081)
C (-2.8968, -4.5843, 1.8299)
C (-2.1070, -3.6093, 1.2365)
C (-1.4560, -2.6308, 1.9897)
C (-1.6611, -2.6638, 3.3722)
C (-2.4522, -3.6305, 3.9793)
Si (-0.2874, -1.3101, 1.2403)
C (1.3513, -1.9373, 2.0255)
C (1.6821, -1.6432, 3.3507)
C (2.8671, -2.0786, 3.9296)
C (3.7732, -2.8205, 3.1844)
C (3.4753, -3.1175, 1.8608)
C (2.2832, -2.6827, 1.2989)
H (-3.6967, -5.3598, 3.6706)
H (-3.3928, -5.3214, 1.2085)
H (-2.0223, -3.5971, 0.1570)
H (-1.1946, -1.9113, 4.0007)
H (-2.5875, -3.6199, 5.0558)
H (-0.0915, -1.7824, -0.2674)
H (1.0106, -1.0334, 3.9483)
H (3.0914, -1.8247, 4.9604)
H (4.7086, -3.1497, 3.6230)
H (4.1826, -3.6747, 1.2565)
H (2.0861, -2.9026, 0.2548)

ΔE to the lowest compared entry with this formula, charge and spin: 143.3 kJ/mol
HOMO-LUMO gap (spin up / spin down): 5.76 / 7.27 eV
expectation value of S²: 2.015
spin multiplicity: 3
total charge: -2
LUMO energy (spin up / spin down): 4.44 / 4.31 eV



No. 2
The following is a DFT calculation (ωB97M-V/def2-TZVPD) of one molecule with the formula C3H3NO2S at a distorted geometry.

Cartesian coordinates (Å):
C (1.8589, 0.2113, -0.0998)
C (-0.5299, 0.4155, -0.0039)
C (-1.8292, -0.4096, 0.0907)
H (1.8246, 1.2780, -0.4009)
H (0.4190, -1.3943, -0.0595)
H (-2.6909, 0.1936, 0.4626)
N (0.5595, -0.3649, -0.0150)
O (2.8567, -0.4096, 0.1208)
O (-1.8616, -1.6113, -0.0914)
S (-0.6070, 2.0912, -0.0037)

ΔE to the lowest compared entry with this formula, charge and spin: 148.9 kJ/mol
HOMO-LUMO gap: 7.93 eV
total charge: 0
SMILES string: O=CNC(=S)C=O
LUMO energy: -1.53 eV



No. 3
The following is a DFT calculation (ωB97M-V/def2-TZVPD) of one molecule with the formula C20H23N5O2S at a distorted geometry.

Cartesian coordinates (Å):
C (-2.2950, 1.7945, 1.9353)
C (-1.1309, 0.8860, 2.1140)
C (0.1798, 1.2171, 2.2804)
C (0.8988, 0.0176, 2.5514)
C (-0.0351, -1.0150, 2.5466)
N (-1.2471, -0.4832, 2.2380)
C (-2.4498, -1.2238, 1.9726)
H (-3.2993, -0.6639, 2.3730)
H (-2.3962, -2.1899, 2.4786)
C (-2.7358, -1.4797, 0.4663)
C (-1.6401, -2.2427, -0.2866)
H (-2.0936, -2.7953, -1.1107)
C (-0.7635, -1.1196, -0.8369)
H (-0.0218, -0.8106, -0.1008)
C (-1.7872, -0.0094, -1.0827)
H (-2.1319, -0.0128, -2.1239)
O (-2.9080, -0.2704, -0.2481)
H (-1.3969, 0.9852, -0.8482)
H (-0.2450, -1.4013, -1.7509)
H (-1.1006, -2.9423, 0.3433)
H (-3.6933, -2.0164, 0.4310)
C (0.1951, -2.4469, 2.8686)
H (1.2310, -2.5663, 3.1736)
H (-0.4443, -2.7555, 3.6966)
H (0.0040, -3.1083, 2.0247)
C (2.3258, -0.1363, 2.7284)
O (2.8638, -1.0616, 3.3058)
C (3.1788, 0.9159, 2.0257)
H (2.8356, 1.9360, 2.1716)
H (4.2250, 0.8012, 2.3069)
S (3.0761, 0.5664, 0.2330)
C (2.0966, 1.8804, -0.3035)
N (1.8314, 2.9736, 0.3857)
N (1.0282, 3.7054, -0.3665)
N (0.7789, 3.1458, -1.4684)
N (1.4349, 1.9692, -1.4985)
C (1.3322, 1.1082, -2.5960)
C (0.2825, 1.3167, -3.4870)
C (0.1384, 0.4824, -4.5779)
C (1.0322, -0.5564, -4.7856)
C (2.0827, -0.7485, -3.9045)
C (2.2438, 0.0827, -2.8097)
H (3.0753, -0.0620, -2.1393)
H (2.7893, -1.5474, -4.0691)
H (0.9147, -1.2098, -5.6366)
H (-0.6756, 0.6437, -5.2680)
H (-0.3991, 2.1333, -3.3109)
H (0.5758, 2.2125, 2.2617)
H (-1.9316, 2.7965, 1.7227)
H (-2.9417, 1.4714, 1.1233)
H (-2.8873, 1.8329, 2.8517)

ΔE to the lowest compared entry with this formula, charge and spin: 213.9 kJ/mol
HOMO-LUMO gap: 8.43 eV
total charge: 0
SMILES string: Cc1cc(C(=O)CSc2nnnn2-c2ccccc2)c(C)n1C[C@@H]1CCCO1
LUMO energy: 0.36 eV